# 1
The following is a DFT calculation (wB97M-V/def2-TZVPD) of a 11-piece molecular cluster, C76H70F16O15S5 overall.

Geometry as XYZ:
```
182
Properties=species:S:1:pos:R:3
C 4.681 2.752 -2.490
C -3.979 1.616 1.875
C -3.607 -0.131 -0.030
O 1.862 7.804 2.016
H -1.918 -0.491 2.978
H 5.606 6.742 4.898
C 0.737 -0.285 6.897
O -3.614 -6.068 2.715
H -3.833 -0.956 7.736
C -2.518 -1.230 9.417
F -7.897 3.445 -7.539
O -2.896 -2.501 -5.734
H 0.156 7.417 0.363
O -3.308 -0.363 -1.215
O -3.251 -0.641 5.376
C 1.390 -0.208 3.159
C -5.196 -2.441 -4.189
C 6.105 -0.991 3.894
C 3.920 6.724 3.611
C 6.726 0.998 2.054
C -5.088 -3.188 2.429
H -5.608 -2.817 -3.252
H 6.327 3.942 -3.181
C 0.679 -0.260 -3.102
C 3.484 4.539 2.562
C -4.913 -3.350 1.066
C -2.082 -0.342 5.787
H 4.818 2.994 3.146
F -5.342 1.228 -4.020
C -3.529 1.228 0.571
C 4.775 0.459 0.582
H -2.228 -3.980 -2.719
O 0.829 -1.616 -2.825
C -5.038 -1.972 2.944
H 3.651 7.770 3.605
H 2.092 0.024 2.372
C -4.531 -0.907 2.181
C -4.131 2.913 2.290
O 2.822 3.765 -6.181
H 1.854 5.080 -4.098
H -0.035 -0.288 1.597
C -1.246 -0.964 9.935
C -3.097 -3.920 -3.374
H 0.335 4.085 -3.846
H -0.832 -3.903 2.483
H 7.740 3.649 -1.385
O 8.273 2.695 1.210
C 4.190 -7.261 1.844
C 0.396 6.374 0.224
C -0.201 -0.510 9.181
C 5.326 4.779 4.124
C 7.237 1.993 0.993
C 2.191 6.614 1.922
H -0.859 -5.915 -5.852
F -5.261 3.434 -9.810
C 4.583 4.040 3.279
F -6.857 4.723 -9.807
H -5.732 -1.558 -4.539
H 3.781 -7.998 1.153
H -4.105 3.294 -6.152
H 0.165 4.319 -7.221
F 1.055 -2.863 1.468
H -4.557 3.105 3.263
C 4.985 6.075 4.318
H -2.084 -3.934 1.202
C -4.565 -2.331 0.194
C 2.670 3.670 1.627
H -1.203 -6.118 -4.005
H 3.473 -6.539 2.235
S 5.493 -6.259 1.012
C -4.234 -1.145 0.826
C 0.045 4.326 -0.985
S 0.842 -7.116 -4.640
H 0.808 -0.471 9.564
H 1.358 2.733 -0.461
O -4.929 0.825 3.903
C -1.778 -0.520 7.245
S -2.137 -5.910 2.824
C -6.501 3.531 -9.364
C 6.817 3.091 -1.323
H 2.659 -5.507 -4.645
F -4.531 3.680 -4.427
H -1.485 -0.402 -2.924
H 3.371 1.396 -1.542
C 5.887 -5.075 2.328
C 1.560 -0.027 4.526
C 7.595 0.765 3.165
C -4.913 1.554 -5.348
C -1.865 -4.158 2.246
H 2.294 -3.989 0.567
F -0.647 0.393 -1.220
C 5.228 -0.732 2.749
C -0.673 0.247 -2.595
C -0.995 -0.309 3.509
C 7.268 -0.267 4.065
H -6.731 2.676 -5.490
O 4.713 -5.516 -0.040
H 5.348 -4.138 2.467
F -4.162 0.482 -5.837
S -3.338 -2.319 -4.235
F 0.697 -4.889 0.907
C 1.059 3.742 -0.215
H -4.368 -2.507 -0.854
C 1.249 -3.695 0.473
H 1.289 -4.824 -5.551
O 1.873 -0.095 7.357
H 1.130 -1.180 -0.775
C -6.333 1.815 -6.027
F -0.732 -2.943 -0.724
H -0.814 3.250 -6.296
C -4.460 0.534 2.767
F 0.652 -4.294 -1.642
S 1.557 3.193 -5.489
C 0.185 3.351 -6.720
H -4.865 -4.323 0.600
C 5.919 3.324 -2.395
H -0.457 3.720 -1.724
H 2.581 0.096 4.855
H 0.435 5.310 -5.207
H -1.071 5.941 -1.420
H -7.074 1.042 -5.821
C 0.468 -0.215 5.469
H 4.681 -7.701 2.712
H -1.799 -6.623 5.227
C -0.829 -6.521 -4.946
H -2.767 -4.544 -4.204
H 6.145 4.357 4.689
F 0.663 -0.191 -4.444
C -3.741 3.949 1.418
C -1.611 -5.742 4.614
F 1.700 0.471 -2.607
C 0.969 4.628 -4.546
F -2.812 2.566 -4.745
C 1.456 5.792 1.000
H -1.483 -7.367 -5.155
C -4.044 2.798 -5.183
H 1.354 -4.749 -3.865
C -0.460 -0.417 7.799
H -2.493 -3.543 2.890
C -2.846 -0.866 8.165
H 4.336 -1.331 2.636
H -3.311 -1.635 10.028
O 1.191 -7.981 -5.855
H 2.302 -2.219 -1.501
C 3.155 5.919 2.760
H -1.053 -1.403 10.903
H -5.468 -3.127 -4.991
H -7.258 2.901 -9.830
H -3.960 -4.467 -2.993
F -0.822 1.556 -2.936
H -3.263 4.459 -0.629
H 6.934 -4.813 2.176
C 1.718 4.456 0.841
C 1.573 -5.428 -4.689
H -2.051 -4.883 5.120
H -2.969 2.176 -1.333
H 5.877 -5.559 3.305
C 4.371 1.802 -1.487
H -5.148 -1.834 4.010
C -3.500 3.679 0.080
C -6.648 3.413 -7.878
C 6.498 2.081 -0.332
H -3.714 4.979 1.740
O 2.816 2.515 1.522
C -3.325 2.307 -0.322
H -5.123 -4.071 3.049
C 0.140 -0.349 2.661
O 3.678 -0.122 0.483
F -5.908 4.179 -7.183
C 5.577 0.268 1.804
C 0.551 -3.251 -0.819
H 5.844 -1.793 4.569
H 7.971 -0.573 4.826
C -0.834 -0.366 4.899
C 1.242 -1.965 -1.522
H 8.605 1.134 3.261
O -6.130 2.105 -7.433
C 5.284 1.401 -0.453
H 0.330 2.661 -7.552
C -0.234 5.639 -0.809
H -0.546 -5.523 4.700
H 4.128 3.132 -3.336
```

Summary:
E: -7655.11789 Ha
maximum force: 6.0 eV/Å

---

# 2
The following is a DFT calculation (wB97M-V/def2-TZVPD) of CH2O3PS as an isolated structure.

Geometry as XYZ:
```
8
Properties=species:S:1:pos:R:3
O -1.026 -1.357 0.216
P 0.772 0.629 -1.143
O -0.645 0.733 -1.672
H -0.515 1.243 1.368
S 0.705 1.692 0.746
C 0.689 -0.853 0.088
O 1.458 -1.455 0.689
H -1.438 -0.633 -0.293
```

Summary:
relative energy (zero: lowest compared OMol25 entry of this formula, charge and spin): 1.550 eV
charge: -1
maximum force: 4.3 eV/Å